A 12-piece molecular cluster, C42H45BF11NO37 overall in a non-equilibrium geometry. Source: the Open Molecules 2025 dataset; level of theory: ωB97M-V/def2-TZVPD.

The geometry in XYZ format:
```
137
Properties=species:S:1:pos:R:3:forces:R:3:mulliken_charge:R:1
C 0.133 4.060 2.117 0.7558 0.6116 0.3434 -0.736
C -1.400 3.523 1.884 0.4133 0.5427 1.9261 0.111
O -1.539 2.547 0.769 0.2688 3.0407 -1.9924 -0.488
B -1.514 3.341 -0.481 -1.1482 0.5578 0.3312 0.126
O -2.706 4.048 -1.022 2.7905 -0.1577 2.3681 -0.435
C -0.102 3.533 -1.342 2.6537 -1.9164 -2.2535 0.995
C 0.498 2.503 -2.241 -0.0847 3.9268 2.2955 -0.380
C 1.932 2.941 -2.982 1.1077 -2.5965 -4.0165 0.393
O 2.355 2.258 -4.061 -2.4277 4.0281 6.4245 -0.625
C 2.831 4.215 -2.465 -1.5440 2.3621 3.1459 0.175
C 4.402 4.512 -2.911 -1.0409 -0.1017 -0.4091 -0.259
N 4.359 5.865 -3.651 -1.4153 -0.4562 1.2460 -0.652
C 2.224 5.246 -1.540 0.0714 -3.7887 -2.5395 -0.458
C 0.655 5.008 -1.121 -2.0852 3.8132 1.7040 0.064
O -0.071 6.019 -0.570 4.2308 -6.2048 -3.1895 -0.434
H 0.205 5.247 2.012 -0.2953 -2.6674 0.2149 0.158
H 0.926 3.624 1.365 -1.7417 0.6304 1.3799 0.155
H 0.510 3.786 3.208 -0.8903 0.5182 -2.3377 0.338
H -1.707 2.943 2.878 0.4296 1.3675 -2.4784 0.054
H -2.080 4.481 1.746 1.1110 -2.1643 0.1387 0.180
H -2.664 4.983 -0.637 -0.1529 -1.4463 -0.9536 0.208
H -0.018 1.455 -2.404 1.4050 2.3824 0.0922 0.229
H 4.755 3.726 -3.705 -0.7157 1.3206 1.8852 0.188
H 5.125 4.569 -1.972 -1.7577 -0.3282 -2.1540 0.344
H 4.331 6.640 -2.933 0.1213 -1.1915 -1.0211 0.302
H 3.377 5.872 -4.057 1.7690 0.2858 0.3405 0.309
H 2.881 6.175 -1.202 -1.9617 -2.1362 -0.6167 0.190
C 9.361 5.836 -4.529 0.5802 1.1033 -0.3465 -0.439
C 8.894 4.554 -5.129 0.3995 -0.5759 -0.5228 0.322
O 8.446 3.813 -4.017 -0.4882 0.7915 0.3275 -0.266
C 8.030 4.745 -3.114 -1.5883 -0.3004 2.5360 0.683
O 7.329 4.496 -2.147 1.8041 0.6031 -2.1949 -0.564
O 8.488 5.995 -3.429 -0.5737 -0.9785 0.3911 -0.297
F 9.922 3.886 -5.699 0.0189 -0.1597 -0.2366 -0.285
H 10.394 5.783 -4.167 -0.0904 -0.2317 -0.1523 0.284
H 9.275 6.676 -5.223 -0.1232 -0.0690 0.2454 0.268
H 8.077 4.667 -5.849 0.1496 -0.1368 -0.0204 0.281
C -2.569 -0.239 -0.656 0.6416 1.1940 0.0864 0.315
C -3.794 -0.835 -0.052 -0.7753 0.1529 0.3269 0.850
O -3.861 -2.116 -0.638 0.9030 -0.1884 0.0045 -0.322
C -2.567 -2.453 -0.901 1.1735 -2.9724 -0.8952 0.557
O -2.194 -3.587 -1.153 -0.8728 2.7380 0.5810 -0.610
O -1.738 -1.368 -0.840 -0.4530 -1.0190 -0.0020 -0.291
F -4.897 -0.143 -0.415 -0.5224 0.2239 -0.1021 -0.298
H -2.761 0.232 -1.626 -0.2738 -0.0877 0.0558 0.296
H -2.095 0.494 0.002 0.0215 -0.2670 -0.0480 -0.271
H -3.756 -0.931 1.038 -0.6058 -0.0527 -1.1980 0.257
C 3.675 -0.166 -2.933 -0.8635 0.6776 -0.5862 -0.273
C 3.844 -1.636 -2.750 0.0198 -0.4981 -0.3501 0.372
O 5.087 -1.745 -2.093 -0.3248 0.5813 0.4759 -0.274
C 5.213 -0.592 -1.378 2.2603 0.8563 2.4645 0.511
O 6.015 -0.431 -0.474 -1.9682 -0.3780 -2.2595 -0.567
O 4.323 0.362 -1.793 0.6606 -0.6708 0.5480 -0.185
F 3.937 -2.263 -3.944 -0.0636 -0.3337 -0.2172 -0.317
H 4.168 0.208 -3.837 -0.0842 -0.2528 0.0285 0.207
H 2.623 0.132 -2.959 0.3095 0.0112 0.0891 0.118
H 3.064 -2.105 -2.142 0.0677 -0.1283 -0.1912 0.324
C -2.637 -1.187 4.648 -0.3432 -1.2975 0.3210 -0.314
C -2.093 -0.431 3.484 0.1414 0.1447 -0.1777 0.281
O -2.144 0.912 3.910 0.3118 -0.4377 0.5093 -0.208
C -2.008 0.859 5.265 0.5838 2.3912 2.5807 0.521
O -1.731 1.820 5.963 -0.7283 -2.3610 -1.8387 -0.556
O -2.213 -0.405 5.747 0.3379 1.1030 -0.3468 -0.291
F -2.894 -0.565 2.404 0.4511 0.2091 0.4530 -0.554
H -3.730 -1.243 4.642 0.1007 0.1050 -0.2253 0.261
H -2.234 -2.201 4.710 -0.0074 0.2407 0.1568 0.173
H -1.063 -0.694 3.220 -0.1710 0.0390 -0.2034 0.265
C -7.926 -1.208 -0.068 0.6651 0.4082 -1.0532 -0.251
C -7.849 -2.204 1.038 0.4616 -0.1679 0.4925 0.317
O -8.947 -1.872 1.857 -0.3536 -0.0044 -0.7679 -0.297
C -9.870 -1.332 1.012 -3.3546 0.7278 0.5425 0.567
O -11.047 -1.176 1.293 2.9479 -0.3343 -0.6983 -0.528
O -9.317 -0.995 -0.193 -0.6006 -0.3396 0.8431 -0.325
F -6.716 -2.041 1.757 0.3170 -0.1764 0.2059 -0.253
H -7.434 -0.261 0.180 0.0527 -0.2428 0.1749 0.222
H -7.502 -1.590 -1.001 -0.2216 0.0919 0.0898 0.273
H -7.937 -3.246 0.711 0.1523 0.0525 0.1624 0.267
C -1.297 -5.883 6.992 0.9635 -1.0749 -0.1476 -0.094
C -1.295 -4.404 6.807 0.3192 0.3065 -0.2577 0.333
O -2.656 -4.056 6.920 0.0101 -0.4318 0.6012 -0.206
C -3.195 -4.995 7.747 -3.0629 -0.1636 1.6406 0.566
O -4.276 -4.879 8.301 2.6459 -0.3036 -1.4244 -0.546
O -2.373 -6.078 7.889 -0.7895 0.9049 0.0983 -0.310
F -0.872 -4.074 5.566 0.1876 0.3273 -0.3611 -0.293
H -1.497 -6.426 6.062 -0.0272 0.3103 -0.0736 0.254
H -0.360 -6.251 7.419 -0.3741 0.1357 -0.0265 0.031
H -0.713 -3.859 7.557 0.0198 0.0321 -0.2205 0.315
C 3.991 -5.484 -5.250 -0.8226 0.9195 0.4173 0.143
C 5.245 -6.096 -4.726 0.1584 -0.1640 0.5429 0.352
O 5.440 -7.214 -5.562 -0.1229 0.5374 -0.6095 -0.323
C 4.875 -6.869 -6.754 0.0891 -1.3344 -2.9548 0.642
O 5.078 -7.456 -7.803 -0.5156 1.3545 2.5179 -0.548
O 4.059 -5.778 -6.630 0.8203 -0.9084 -0.3981 -0.332
F 5.075 -6.537 -3.460 0.1629 -0.0622 0.3898 -0.262
H 3.089 -5.939 -4.826 0.2799 -0.0009 0.0644 0.046
H 3.952 -4.405 -5.080 -0.0124 -0.1980 -0.2148 0.069
H 6.120 -5.440 -4.779 -0.0049 -0.1444 0.1971 0.227
C -1.036 8.966 -0.873 1.2107 -0.5154 0.0838 -0.178
C -2.400 8.592 -1.345 -0.1723 -0.3896 -0.3363 0.270
O -3.228 9.579 -0.774 0.5999 0.6407 -0.1585 -0.307
C -2.439 10.684 -0.663 -0.8913 3.0261 0.6438 0.539
O -2.863 11.811 -0.472 1.0490 -2.6891 -0.3971 -0.546
O -1.113 10.376 -0.801 -1.0426 0.4847 0.0006 -0.327
F -2.768 7.389 -0.850 -0.3280 -0.4696 0.0482 -0.307
H -0.806 8.564 0.119 -0.1846 -0.1068 -0.1502 0.207
H -0.254 8.651 -1.570 -0.1163 0.2042 0.1338 0.226
H -2.516 8.598 -2.434 -0.0686 -0.1792 0.3676 0.414
C -5.343 4.796 -4.998 -1.0565 -0.3380 -0.6519 -0.433
C -4.340 4.189 -4.077 0.4069 -0.7019 0.0787 0.407
O -3.371 5.201 -3.931 -0.7356 0.7619 0.0738 -0.188
C -4.052 6.370 -4.093 0.8197 2.6106 0.5254 0.550
O -3.621 7.464 -3.770 -1.0661 -2.5622 -1.0072 -0.545
O -5.282 6.166 -4.656 0.9957 0.4238 0.6228 -0.304
F -3.750 3.114 -4.648 0.1311 -0.3046 0.0803 -0.322
H -5.077 4.673 -6.054 0.1589 -0.1363 0.1810 0.286
H -6.348 4.396 -4.841 0.1202 0.2570 0.0308 0.280
H -4.740 3.917 -3.095 0.2009 -0.1046 -0.0780 0.224
C 1.181 -8.355 -1.954 0.5083 -1.2168 0.0755 -0.412
C 0.076 -7.550 -1.360 -0.2586 0.1776 0.7870 0.306
O 0.309 -6.252 -1.859 0.1930 -0.4194 -0.9384 -0.202
C 0.923 -6.439 -3.061 0.4059 1.9905 -2.0294 0.628
O 1.035 -5.574 -3.914 -0.1616 -1.9810 1.9704 -0.548
O 1.391 -7.717 -3.198 -0.4018 1.0837 -0.1736 -0.290
F 0.177 -7.513 -0.013 -0.1903 -0.0159 0.2251 -0.293
H 2.102 -8.310 -1.364 -0.2255 0.1213 0.1122 0.288
H 0.904 -9.403 -2.093 0.0733 0.2111 -0.1794 0.260
H -0.927 -7.881 -1.651 0.0374 0.0862 0.1993 0.278
C 1.409 -9.026 10.641 0.4889 -1.2268 0.1163 -0.426
C 0.304 -8.221 11.235 -0.2830 0.0498 0.9401 0.307
O 0.537 -6.924 10.737 0.2092 -0.3195 -1.0533 -0.265
C 1.150 -7.110 9.535 0.5812 1.7368 -1.8263 0.692
O 1.263 -6.246 8.682 -0.1111 -1.8920 1.9217 -0.615
O 1.618 -8.389 9.397 -0.4483 1.2188 -0.2088 -0.286
F 0.404 -8.184 12.583 -0.1912 -0.0036 0.1297 -0.280
H 2.330 -8.982 11.232 -0.2342 0.1225 0.1104 0.294
H 1.132 -10.075 10.503 0.0688 0.2184 -0.1741 0.266
H -0.699 -8.553 10.945 0.0358 0.0891 0.1912 0.284
```
Forces are in eV/Å.

Computed properties:
Molecular weight in g mol⁻¹: 1375.582
Net charge: 0
SMILES string: CCOB(O)C1=CC(=O)C(CN)=CC1=O.O=C1OC[C@@H](F)O1.O=C1OC[C@@H](F)O1.O=C1OC[C@@H](F)O1.O=C1OC[C@@H](F)O1.O=C1OC[C@@H](F)O1.O=C1OC[C@@H](F)O1.O=C1OC[C@@H](F)O1.O=C1OC[C@@H](F)O1.O=C1OC[C@@H](F)O1.O=C1OC[C@@H](F)O1.O=C1OC[C@@H](F)O1
Kohn-Sham gap in eV: 7.4
Lowest unoccupied orbital energy in eV: -2.482


One molecule with the formula C3H2Br2P2 in a non-equilibrium geometry. Source: the Open Molecules 2025 dataset; level of theory: ωB97M-V/def2-TZVPD.

The geometry in XYZ format:
```
9
Properties=species:S:1:pos:R:3:forces:R:3:mulliken_charge:R:1
C 0.771 1.241 0.239 0.1125 -1.3474 0.4742 -0.163
C 0.972 -0.143 0.173 2.2311 1.8318 0.3777 0.009
C -1.629 -0.164 -0.318 2.4322 3.2633 1.1671 -0.131
P -0.831 1.849 0.208 -2.4806 -3.5285 -1.1641 0.040
P -0.358 -1.294 0.209 0.4850 -0.1518 -1.0934 -0.014
Br 2.794 -0.977 0.116 -1.4484 0.8397 0.1296 -0.155
Br -3.368 -0.650 -0.135 -1.1642 -0.0787 -0.0729 -0.048
H 1.421 2.099 0.463 0.7180 -1.0116 -0.3731 0.364
H 0.228 -1.962 -0.956 -0.8858 0.1833 0.5550 0.097
```
Forces are in eV/Å.

Computed properties:
Molecular weight in g mol⁻¹: 259.805
Net charge: 0
SMILES string: BrC1=[PH]=C(Br)P=C1
Energy above the lowest of the compared OMol25 structures with the same formula, charge and spin in kcal/mol: 65.5
Kohn-Sham gap (spin up / spin down) in eV: 6.8 / 7.0
Lowest unoccupied orbital energy (spin up / spin down) in eV: -1.558 / -1.141